Entry 1:
11
Properties=species:S:1:pos:R:3 method="wB97M-V/def2-TZVPD" gap_ev=8.675 e_lumo_ev=-0.86
H 0.8178 -0.7308 2.4427
N 0.8356 0.1939 2.0235
C 0.8369 0.2055 0.7161
C 1.0387 -0.9973 -0.0937
N 0.1612 -1.4797 -0.7509
N -1.1521 -0.9202 -0.7764
C -1.5069 0.2725 -0.8003
N -0.6456 1.5787 -0.5874
N 0.4540 1.3964 0.0143
H 1.9919 -1.7548 0.0018
H -2.5921 0.2176 -0.8392

Entry 2:
11
Properties=species:S:1:pos:R:3 method="wB97M-V/def2-TZVPD" gap_ev=8.703 e_lumo_ev=-0.84
H 2.1457 0.5299 1.4828
N 2.0645 -0.2825 0.6259
C 1.2295 0.0947 -0.3247
N 0.4972 1.3574 -0.6192
C -0.8417 1.1619 -0.3897
N -1.3348 0.2515 0.4566
C -1.0545 -0.9839 0.3682
N -0.3146 -1.5054 -0.7575
N 0.6625 -0.8915 -1.1384
H -1.4720 1.8598 -0.8909
H -1.5819 -1.5919 1.1869

Entry 3:
8
Properties=species:S:1:pos:R:3 method="wB97M-V/def2-TZVPD" smiles="C1=CNOC=1" gap_ev=8.735 e_lumo_ev=0.57
C 0.6252 1.1771 0.3280
C -0.7003 0.7044 0.2430
N -0.7821 -0.5962 -0.0792
O 0.4549 -1.0795 -0.2905
C 1.2608 0.0108 -0.0178
H -1.6445 1.2162 0.4114
H -1.5185 -1.1650 -0.4686
H 2.3045 -0.2679 -0.1263

Entry 4:
8
Properties=species:S:1:pos:R:3 method="wB97M-V/def2-TZVPD" smiles=c1cnoc1 gap_ev=9.980 e_lumo_ev=0.67
C -0.5719 -0.6260 -0.5080
C 0.5319 0.1412 -0.8924
N 1.2256 0.9845 0.1511
O 0.5297 0.6996 1.2445
C -0.4166 -0.1974 1.0169
H -1.3037 -1.3474 -1.1246
H 1.1549 0.3808 -1.6936
H -1.1500 -0.0353 1.8062

Entry 5:
8
Properties=species:S:1:pos:R:3 method="wB97M-V/def2-TZVPD" smiles="Cc1nc1=O" gap_ev=9.930 e_lumo_ev=0.52
C -0.9175 0.3639 0.4980
C 0.1062 -0.0898 -0.3052
N 0.6255 0.0645 -1.5149
C 1.3462 -0.6932 -0.6417
O 2.3255 -1.3486 -0.3415
H -1.0906 -0.0889 1.4372
H -1.9192 0.5076 0.0968
H -0.4762 1.2845 0.7712

Entry 6:
8
Properties=species:S:1:pos:R:3 method="wB97M-V/def2-TZVPD" gap_ev=9.860 e_lumo_ev=0.18
C 1.7187 -0.4925 1.1018
C 0.5825 -0.7764 0.7856
C -0.7813 -0.5664 0.1111
N -1.2988 0.4490 -0.5872
O -0.0734 0.9870 -1.1100
H 2.7076 -0.8596 1.6537
H -1.4855 -1.0884 0.7987
H -0.6626 1.9204 -1.4532

Entry 7:
8
Properties=species:S:1:pos:R:3 method="wB97M-V/def2-TZVPD" gap_ev=10.361 e_lumo_ev=0.80
O -0.3104 -1.0446 -0.8347
C 0.5390 -1.2068 0.2052
C 0.5309 0.1467 0.7771
N -0.4912 0.9594 0.1593
C -0.9145 0.2019 -0.7619
H 1.4954 0.1424 0.1678
H 0.8218 0.3949 1.7964
H -1.6711 0.4061 -1.5092

Entry 8:
8
Properties=species:S:1:pos:R:3 method="wB97M-V/def2-TZVPD" smiles="CC(=O)C#N" gap_ev=11.340 e_lumo_ev=-0.07
C -0.7202 -0.3734 0.6604
C -0.0090 -0.3058 -0.6791
O -0.0546 -0.9845 -1.6711
C 1.1834 0.8919 -0.6190
N 2.1038 1.5513 -0.4805
H -0.7353 -1.3224 1.1018
H -1.6238 0.0902 0.3788
H -0.1443 0.4526 1.3086

Entry 9:
8
Properties=species:S:1:pos:R:3 method="wB97M-V/def2-TZVPD" gap_ev=12.205 e_lumo_ev=0.73
C 0.1166 0.6090 -0.1237
C -2.8938 -0.2916 -0.4695
C 1.3826 -0.0209 0.0510
N -0.8297 1.2122 -0.2795
O -2.9379 -0.9059 0.4636
H 1.9927 0.2220 -0.7135
H 1.2363 -1.0561 0.0828
H 1.9333 0.2313 0.9889

Entry 10:
8
Properties=species:S:1:pos:R:3 method="wB97M-V/def2-TZVPD" smiles="C#CC(N)=O" gap_ev=10.951 e_lumo_ev=0.66
C 1.9224 0.4476 -0.0319
C 0.8974 -0.1828 0.0700
C -0.4600 -0.7022 0.0501
N -1.3583 0.3343 0.0143
O -0.7157 -1.8870 -0.0138
H 2.9787 0.5012 -0.0057
H -1.1399 1.1597 0.5477
H -2.1247 0.3291 -0.6308

Entry 11:
8
Properties=species:S:1:pos:R:3 method="wB97M-V/def2-TZVPD" smiles="C#C/C=N/O" gap_ev=10.323 e_lumo_ev=0.66
C -0.7082 -2.2478 0.3738
C -0.2489 -1.1605 0.1723
C 0.2067 0.1899 0.1993
N 0.2119 0.9389 -0.8100
O 0.8899 2.1090 -0.4827
H -1.3706 -3.1515 0.5944
H 0.7383 0.5010 1.0740
H 0.2808 2.8211 -1.1210

Entry 12:
8
Properties=species:S:1:pos:R:3 method="wB97M-V/def2-TZVPD" gap_ev=9.671 e_lumo_ev=-0.20
C -1.2872 -0.2304 0.1350
C 0.1685 -0.4383 0.0812
O 0.7922 0.7531 -0.1341
C 2.0860 0.5019 -0.2232
N 3.2084 0.2388 -0.3096
H -1.6924 0.7842 0.0625
H -1.6711 -0.8752 -0.6685
H -1.6042 -0.7340 1.0567

Entry 13:
8
Properties=species:S:1:pos:R:3 method="wB97M-V/def2-TZVPD" smiles="N#CCC=O" gap_ev=11.307 e_lumo_ev=0.20
N 2.6502 0.2790 -0.2514
C 1.5465 -0.0600 -0.1353
C 0.1310 -0.4721 -0.0294
C -0.9311 0.5782 0.0357
O -1.8521 0.2028 0.7403
H -0.0888 -1.2207 -0.7934
H -0.5308 -0.8794 0.8548
H -0.9249 1.5723 -0.4213

Entry 14:
8
Properties=species:S:1:pos:R:3 method="wB97M-V/def2-TZVPD" smiles=N#C[C@H]1CO1 gap_ev=10.742 e_lumo_ev=-0.06
N -1.9167 -0.2916 1.8679
C -1.2687 -0.1092 0.9236
C -0.5554 0.1704 -0.3116
C 0.8978 0.3630 -0.2567
O 0.6078 -0.9510 -0.6699
H -0.5252 -0.5112 -1.2829
H 1.3670 1.0268 -0.9812
H 1.3934 0.3027 0.7108

Entry 15:
8
Properties=species:S:1:pos:R:3 method="wB97M-V/def2-TZVPD" smiles="Cc1nc1=O" gap_ev=9.854 e_lumo_ev=0.64
C 0.2976 0.0829 1.1396
C -0.0509 0.1746 -0.2970
N 0.3930 0.7432 -1.3652
C -0.6596 -0.1882 -1.5939
O -1.4032 -0.8000 -2.2614
H 1.0591 -0.8325 1.0915
H -0.5907 -0.1586 1.7015
H 0.9547 0.9787 1.5849

Entry 16:
8
Properties=species:S:1:pos:R:3 method="wB97M-V/def2-TZVPD" gap_ev=10.126 e_lumo_ev=0.61
O -0.2885 1.0126 -1.2202
C -1.0008 0.4429 -0.2882
C -0.3049 -0.3714 0.5584
C 1.0481 -0.3252 0.1159
N 1.3370 0.4014 -0.8977
H -2.0851 0.6071 -0.1923
H -0.6954 -0.9332 1.3894
H 1.9502 -0.8158 0.4882

Entry 17:
9
Properties=species:S:1:pos:R:3 method="wB97M-V/def2-TZVPD" gap_ev=8.927 e_lumo_ev=-0.64
O 2.1481 -0.0731 -0.0168
C 0.9340 -0.3678 0.2870
N 0.3500 -1.5369 0.4774
O -1.0360 -1.2622 0.2633
C -1.2285 -0.0343 -0.1026
C -0.0456 0.6938 -0.0848
H 1.0982 0.6161 -0.7738
H -2.2609 0.2487 -0.2773
H 0.0118 1.7398 0.2028

Entry 18:
9
Properties=species:S:1:pos:R:3 method="wB97M-V/def2-TZVPD" gap_ev=9.699 e_lumo_ev=0.32
C 0.6092 -0.1538 -1.2054
C 1.0517 -0.1949 0.0564
C -0.7178 0.2490 -0.6519
N -0.1264 0.4299 0.6394
O -1.8877 0.3512 -0.8951
O -0.7385 -0.2455 1.7238
H 1.1233 -0.3938 -2.1607
H 1.9684 -0.5560 0.5355
H -1.2821 0.5139 1.9581

Entry 19:
9
Properties=species:S:1:pos:R:3 method="wB97M-V/def2-TZVPD" gap_ev="8.685 / 8.684" e_lumo_ev="-0.39 / -0.39"
O 0.1624 1.3974 -1.0834
C 0.2499 0.3136 -0.2928
C -0.8764 -0.1757 0.3318
O -2.0605 0.1129 0.3879
C 1.5393 -0.2817 -0.1420
N 2.5722 -0.7894 0.0003
H -0.7677 1.6794 -1.0854
H -0.3245 -0.8532 1.3070
H -0.4947 -1.4033 0.5766

Entry 20:
9
Properties=species:S:1:pos:R:3 method="wB97M-V/def2-TZVPD" smiles="O=C1CN2O[C@@H]12" gap_ev=10.437 e_lumo_ev=0.90
O 0.3625 -0.3558 -2.1419
C 0.1786 -0.0753 -1.0158
C 0.5635 0.8591 0.1032
N -0.1364 0.0483 1.2176
O -1.4593 -0.0133 0.8097
C -0.6511 -0.9649 0.2904
H 1.6126 0.5408 0.1278
H 0.4049 2.0159 0.0377
H -0.8753 -2.0549 0.5713

| no. | energy (hartree) |
| --- | --- |
| 1 | -389.7007 |
| 2 | -389.7451 |
| 3 | -245.9558 |
| 4 | -245.9533 |
| 5 | -246.0237 |
| 6 | -245.8870 |
| 7 | -245.9928 |
| 8 | -246.0516 |
| 9 | -246.0770 |
| 10 | -246.0355 |
| 11 | -245.9450 |
| 12 | -245.9610 |
| 13 | -246.0359 |
| 14 | -245.9480 |
| 15 | -246.0213 |
| 16 | -246.0183 |
| 17 | -321.1617 |
| 18 | -321.2268 |
| 19 | -321.1989 |
| 20 | -321.1828 |